Version one
A single C5H6O3 molecule, computed with ωB97M-V/def2-TZVPD.

As for the SMILES: O=C1[C@@H]2COC[C@H]1O2. The value obtained for the LUMO energy is 0.81 eV. As for the HOMO energy: -0.3651 hartree. For the gap between HOMO and LUMO, the calculation gives 10.75 eV.

Geometry as ORCA input:
```
! RIJCOSX wB97M-V def2-TZVPD def2/J DEFGRID3
* xyz 0 1
O -1.085 1.218 0.276
O -0.600 -0.613 -2.294
O 0.801 -0.102 1.350
C 1.268 0.544 0.192
C 0.082 1.125 -0.559
C -1.306 -0.222 0.147
C -0.205 -1.045 0.953
C -0.603 -0.088 -1.228
H 0.416 2.056 -1.147
H -0.599 -1.608 1.883
H -2.338 -0.568 0.430
H 2.090 1.299 0.455
H 1.785 -0.137 -0.678
H 0.295 -1.859 0.221
*
```

Version two
C5H6O3 as an isolated structure, computed with ωB97M-V/def2-TZVPD.

The value obtained for the LUMO energy is 0.77 eV. As for the HOMO energy: -0.3723 hartree. For the gap between HOMO and LUMO, the calculation gives 10.90 eV.

Geometry as ORCA input:
```
! RIJCOSX wB97M-V def2-TZVPD def2/J DEFGRID3
* xyz 0 1
O -0.664 -0.832 1.074
O -1.794 1.471 0.510
O 1.539 0.004 -1.347
C -0.621 0.845 -0.150
C 1.393 -0.169 0.120
C -0.541 -0.701 -0.424
C 0.219 0.400 0.897
C 0.752 -1.073 -0.898
H -0.394 1.516 -1.078
H -1.205 -1.339 -1.175
H 0.885 -2.248 -0.907
H -0.014 0.844 1.907
H -1.521 0.791 1.491
H 2.384 -0.516 0.584
*
```

Version three
A single C5H6O3 molecule, computed with ωB97M-V/def2-TZVPD.

As for the SMILES: O=C[C@H]1OC=CCO1. The value obtained for the LUMO energy is 0.73 eV. As for the HOMO energy: -0.3489 hartree. For the gap between HOMO and LUMO, the calculation gives 10.23 eV.

Geometry as ORCA input:
```
! RIJCOSX wB97M-V def2-TZVPD def2/J DEFGRID3
* xyz 0 1
O -3.036 0.382 0.038
O -0.537 0.847 -0.533
O -0.070 -1.317 -0.154
C -0.776 -0.274 0.288
C 0.736 1.344 -0.038
C 1.712 0.170 -0.045
C 1.256 -1.063 -0.146
C -2.226 -0.542 -0.210
H 0.567 1.789 0.912
H 0.987 1.989 -0.839
H -2.445 -1.620 -0.656
H 1.764 -1.954 -0.217
H -0.687 -0.208 1.326
H 2.756 0.456 0.274
*
```

Which is the most stable structure? version three is the most stable.

Version one
A single C5H6O3 molecule, computed with ωB97M-V/def2-TZVPD.

As for the SMILES: C/C(C=O)=C/C(=O)O. The value obtained for the LUMO energy is -1.05 eV. As for the HOMO energy: -0.3833 hartree. For the gap between HOMO and LUMO, the calculation gives 9.38 eV.

Geometry as ORCA input:
```
! RIJCOSX wB97M-V def2-TZVPD def2/J DEFGRID3
* xyz 0 1
O -1.961 -0.088 -2.107
O -1.052 1.982 -2.419
O -0.887 -2.045 -0.338
C -0.141 -1.626 0.460
C 0.127 -0.128 0.478
C -0.957 0.856 -1.921
C -0.053 0.721 -0.625
C 1.074 0.338 1.599
H 0.507 -2.321 1.206
H 1.170 1.508 1.391
H 0.906 0.201 2.686
H -1.533 -0.878 -1.520
H 0.626 1.635 -0.494
H 2.174 -0.155 1.604
*
```

Version two
A single C5H6O3 molecule, computed with ωB97M-V/def2-TZVPD.

As for the SMILES: O=C1OCC=CCO1. The value obtained for the LUMO energy is 0.56 eV. As for the HOMO energy: -0.3813 hartree. For the gap between HOMO and LUMO, the calculation gives 10.93 eV.

Geometry as ORCA input:
```
! RIJCOSX wB97M-V def2-TZVPD def2/J DEFGRID3
* xyz 0 1
O 2.583 0.026 -0.061
O 0.652 1.179 -0.082
O 0.689 -1.172 -0.277
C 1.318 0.029 -0.062
C -0.541 -1.293 0.414
C -0.717 1.322 0.318
C -1.840 0.614 -0.363
C -1.965 -0.687 -0.182
H -2.928 -1.255 -0.467
H -0.974 1.161 1.437
H -0.853 2.429 0.190
H -0.452 -1.170 1.517
H -0.753 -2.371 0.409
H -2.975 1.031 -0.487
*
```

Version three
A single C5H6O3 molecule, computed with ωB97M-V/def2-TZVPD.

As for the SMILES: C1OC2=C(COC2)O1. The value obtained for the LUMO energy is 0.84 eV. As for the HOMO energy: -0.3065 hartree. For the gap between HOMO and LUMO, the calculation gives 9.18 eV.

Geometry as ORCA input:
```
! RIJCOSX wB97M-V def2-TZVPD def2/J DEFGRID3
* xyz 0 1
O 0.267 1.331 -1.229
O 1.739 -0.347 -0.197
O -1.586 -0.874 0.995
C 1.754 0.972 -1.037
C -1.826 0.114 -0.020
C -0.413 0.312 -0.524
C 0.364 -0.402 0.144
C -0.080 -1.107 1.195
H 0.323 -0.831 2.189
H -2.374 1.020 0.407
H -0.060 -2.273 1.190
H 2.145 0.885 -2.232
H 2.173 1.651 -0.218
H -2.427 -0.451 -0.662
*
```

Which is the most stable structure? version one is the most stable.

Version one
A single C5H6O3 molecule, computed with ωB97M-V/def2-TZVPD.

As for the SMILES: C=C[C@H](O)C(=O)C=O. The value obtained for the LUMO energy is -0.92 eV. As for the HOMO energy: -0.3444 hartree. For the gap between HOMO and LUMO, the calculation gives 8.45 eV.

Geometry as ORCA input:
```
! RIJCOSX wB97M-V def2-TZVPD def2/J DEFGRID3
* xyz 0 1
O -0.864 0.789 2.244
O -1.774 -0.157 -0.972
O -0.279 -1.860 0.042
C -0.792 0.196 1.185
C 1.059 0.458 -0.013
C 1.387 0.271 -1.275
C 0.164 -0.919 0.861
C -1.492 0.645 -0.070
H -1.861 1.680 -0.071
H 1.546 1.148 0.664
H 0.862 -0.441 -1.901
H 0.788 -1.263 1.689
H 2.215 0.795 -1.736
H -0.959 -1.340 -0.647
*
```

Version two
C5H6O3 as an isolated structure, computed with ωB97M-V/def2-TZVPD.

The value obtained for the LUMO energy is 0.16 eV. As for the HOMO energy: -0.3621 hartree. For the gap between HOMO and LUMO, the calculation gives 10.01 eV.

Geometry as ORCA input:
```
! RIJCOSX wB97M-V def2-TZVPD def2/J DEFGRID3
* xyz 0 1
O 1.222 1.267 -1.662
O -1.724 0.144 1.623
O 0.414 1.634 1.194
C 0.213 0.628 0.428
C 0.939 0.240 -0.739
C -0.673 -0.555 0.933
C 0.040 -0.751 -1.285
C -0.966 -1.074 -0.408
H 0.063 -1.181 1.521
H 1.964 1.968 -0.993
H -0.025 -1.277 -2.262
H 1.759 -0.225 -0.152
H -1.296 0.758 2.230
H -1.929 -1.577 -0.427
*
```

Which is the most stable structure? version one is the most stable.

Version one
A single C3H4N4 molecule, computed with ωB97M-V/def2-TZVPD.

As for the SMILES: [H]/N=c1\nncc[nH]1. The value obtained for the LUMO energy is -1.14 eV. As for the HOMO energy: -0.3260 hartree. For the gap between HOMO and LUMO, the calculation gives 7.73 eV.

Geometry as ORCA input:
```
! RIJCOSX wB97M-V def2-TZVPD def2/J DEFGRID3
* xyz 0 1
N -0.369 0.872 0.316
N -0.289 -1.504 0.242
N 1.017 -1.450 -0.045
N -2.424 -0.173 -0.187
C 1.034 0.903 -0.167
C -1.110 -0.359 0.112
C 1.768 -0.320 -0.084
H -3.241 -0.972 -0.348
H -0.806 1.716 0.149
H 2.842 -0.653 0.004
H 1.578 1.939 0.008
*
```

Version two
A single C3H4N4 molecule, computed with ωB97M-V/def2-TZVPD.

As for the SMILES: Nc1cncnn1. The value obtained for the LUMO energy (alpha / beta) is 0.26 / 0.26 eV. As for the HOMO energy (alpha / beta): -0.3230 / -0.3230 hartree. For the gap between HOMO and LUMO (alpha / beta), the calculation gives 9.05 / 9.05 eV.

Geometry as ORCA input:
```
! RIJCOSX wB97M-V def2-TZVPD def2/J DEFGRID3
* xyz 0 1
N -1.181 0.711 0.955
N -0.456 -1.055 -1.037
N -1.693 -0.951 -0.706
N 1.969 -0.214 -0.535
C 0.116 0.784 0.596
C 0.619 -0.201 -0.234
C -2.024 -0.101 0.390
H 2.437 -1.007 -0.938
H 2.577 0.584 -0.343
H 0.662 1.655 1.008
H -3.025 -0.205 0.843
*
```

Version three
A single C3H4N4 molecule, computed with ωB97M-V/def2-TZVPD.

As for the SMILES: [H]/N=N/c1c[nH]cn1. The value obtained for the LUMO energy is 0.47 eV. As for the HOMO energy: -0.3305 hartree. For the gap between HOMO and LUMO, the calculation gives 9.47 eV.

Geometry as ORCA input:
```
! RIJCOSX wB97M-V def2-TZVPD def2/J DEFGRID3
* xyz 0 1
N -1.395 0.316 0.320
N 0.002 -1.254 1.033
N -0.025 1.560 -1.136
N 0.972 1.446 -1.896
C 0.702 -0.496 0.100
C -1.272 -0.694 1.097
C -0.216 0.405 -0.380
H 1.079 2.354 -2.402
H -2.052 -1.077 1.718
H 1.717 -0.639 -0.171
H 0.488 -1.921 1.716
*
```

Which is the most stable structure? version three is the most stable.

Version one
A single C3H4N4 molecule, computed with ωB97M-V/def2-TZVPD.

As for the SMILES: C1Cn2nnnc21. The value obtained for the LUMO energy is 0.64 eV. As for the HOMO energy: -0.3897 hartree. For the gap between HOMO and LUMO, the calculation gives 11.24 eV.

Geometry as ORCA input:
```
! RIJCOSX wB97M-V def2-TZVPD def2/J DEFGRID3
* xyz 0 1
N -2.483 0.318 0.425
N -0.444 0.426 0.617
N -1.577 0.762 1.227
N -2.004 -0.313 -0.689
C 1.035 0.233 0.531
C 0.791 -0.480 -0.818
C -0.701 -0.184 -0.518
H 1.445 -0.373 1.309
H 1.228 -0.014 -1.732
H 1.058 -1.518 -0.834
H 1.653 1.144 0.482
*
```

Version two
A single C3H4N4 molecule, computed with ωB97M-V/def2-TZVPD.

The value obtained for the LUMO energy is -2.29 eV. As for the HOMO energy: -0.2877 hartree. For the gap between HOMO and LUMO, the calculation gives 5.54 eV.

Geometry as ORCA input:
```
! RIJCOSX wB97M-V def2-TZVPD def2/J DEFGRID3
* xyz 0 1
N -3.343 -0.262 -0.447
N -0.268 -1.053 -0.096
N -0.080 1.310 -0.203
N -2.439 0.443 0.105
C 1.091 -0.754 -0.092
C -0.807 0.212 0.414
C 1.061 0.762 -0.275
H 2.220 1.120 -0.450
H -0.688 0.209 1.510
H 1.431 -0.875 -1.130
H 1.821 -1.112 0.664
*
```

Which is the most stable structure? version one is the most stable.